1.
Entry from the OMol25 dataset: a molecular structure, C3H8NOP in a non-equilibrium geometry (the ωB97M-V functional and the def2-TZVPD basis).

Summary:
F_max = 0.1101 Eh/bohr
HOMO energy (spin up / spin down) = -7.52 / -7.52 eV
spin multiplicity = 1
Kohn-Sham gap (spin up / spin down) = 7.183 / 7.181 eV

Structure (XYZ):
```
14
Properties=species:S:1:pos:R:3:forces:R:3
C 1.460 1.061 -0.856 -0.3850 1.4864 -0.8280
C 0.820 0.348 1.358 3.4223 -0.9497 1.3524
C -1.610 -1.532 -0.127 -3.3234 4.2151 -1.7950
N 0.541 0.669 -0.032 2.6568 0.0802 -0.7332
O -1.108 0.729 -2.142 0.4645 0.2946 -0.9757
P -1.251 0.685 -0.676 -1.3404 -2.5153 1.5230
H 2.590 1.292 -0.651 -2.3595 -0.8134 0.1027
H 1.014 1.427 -1.863 0.9835 -1.0588 1.4689
H 1.677 1.017 1.867 -1.9755 -1.1949 -1.4605
H -0.072 0.477 1.915 -0.8421 0.0471 0.5468
H 1.218 -0.753 1.522 -1.0604 2.1064 -0.7042
H -0.898 -2.233 -0.272 2.7631 -1.9543 -0.3073
H -1.946 -1.435 0.908 -0.3291 -0.3699 -0.2999
H -2.434 -1.752 -0.951 1.3252 0.6265 2.1099
```
Positions in Å, forces in eV/Å.

2.
Entry from the OMol25 dataset: a molecular structure, C33H28AsN4O4Pt in a non-equilibrium geometry (the ωB97M-V functional and the def2-TZVPD basis).

Summary:
expectation value of S² = 2.030
F_max = 0.2453 Eh/bohr
HOMO energy (spin up / spin down) = -1.85 / -3.61 eV
net charge = -1
spin multiplicity = 3
Kohn-Sham gap (spin up / spin down) = 4.058 / 5.816 eV

Structure (XYZ):
```
71
Properties=species:S:1:pos:R:3:forces:R:3
Pt -0.804 -0.419 0.517 2.4146 5.0566 4.1695
O -0.661 2.784 2.835 0.0442 -2.0970 -1.4210
C -0.878 1.787 2.067 -2.0768 3.7375 1.4701
O -0.010 0.935 1.697 1.7608 1.6320 1.0837
C -2.303 1.597 1.542 0.8252 1.1624 1.1345
C -3.298 2.500 1.914 -0.6834 -0.1714 -0.2632
C -4.593 2.325 1.436 1.0176 1.3533 1.2305
C -4.879 1.248 0.591 -1.0197 -0.1259 -0.3322
C -6.171 1.027 0.081 0.2359 -0.5704 -0.3164
C -6.421 -0.057 -0.759 -0.1600 0.1761 0.0998
C -5.383 -0.921 -1.090 0.4626 0.2605 0.3146
C -4.100 -0.696 -0.580 -0.6920 -1.0038 -0.9410
C -3.823 0.375 0.258 -0.6743 -0.7291 -0.8432
N -2.575 0.541 0.717 0.5902 1.8943 0.7002
H -3.054 3.330 2.571 0.1321 -0.2325 -0.1346
H -5.364 3.031 1.727 -0.0529 -0.0903 -0.0959
H -6.984 1.700 0.338 0.1845 0.0366 0.0665
H -7.419 -0.226 -1.152 0.0443 0.0323 0.0320
H -5.560 -1.771 -1.743 0.0336 0.0752 0.0529
H -3.287 -1.370 -0.838 -0.3215 0.1828 0.0566
O -1.485 -1.527 -0.457 -5.1306 -8.8377 -7.3967
C 4.087 0.583 -4.844 -0.3264 -0.1398 0.2783
C 4.078 1.519 -3.806 -0.3731 -0.3667 0.1196
C 3.172 1.386 -2.749 0.1105 -0.5267 -0.7982
C 2.268 0.311 -2.726 0.4753 -0.0394 -0.6515
C 2.279 -0.620 -3.772 0.5002 0.4894 -0.0361
C 3.187 -0.486 -4.827 0.1092 0.3986 0.2983
As 0.970 0.071 -1.280 -0.0320 -1.1520 -1.5831
C 0.215 1.844 -1.570 0.6370 1.0268 0.9966
C 0.256 2.796 -0.545 -0.1816 0.5568 -0.5733
C -0.284 4.070 -0.749 -0.1023 -0.2584 -0.4647
C -0.869 4.393 -1.977 0.2124 -0.4063 0.1393
C -0.914 3.443 -3.002 0.2505 -0.2356 0.5559
C -0.375 2.169 -2.799 0.0302 0.2320 0.3427
C 2.348 -0.291 0.055 0.6519 1.3797 0.7542
C 3.161 0.731 0.568 0.2325 -0.7555 0.4487
C 4.132 0.439 1.530 -0.2645 -0.3647 -0.1924
C 4.295 -0.872 1.987 -0.2862 0.0785 -0.2098
C 3.483 -1.892 1.483 0.0976 0.9050 -0.2253
C 2.510 -1.602 0.521 1.4241 0.7955 -0.0856
H 4.789 0.688 -5.661 0.0207 0.0064 -0.0263
H 4.772 2.350 -3.821 0.0267 0.0339 0.0022
H 3.172 2.124 -1.963 -0.0789 0.0904 0.1175
H 1.585 -1.450 -3.768 -0.0571 0.0033 0.0831
H 3.192 -1.209 -5.632 0.0024 -0.0225 -0.0396
H 0.705 2.552 0.409 0.0168 0.0865 -0.1156
H -0.250 4.805 0.045 -0.0119 -0.0404 0.0583
H -1.287 5.379 -2.134 -0.0219 0.0169 -0.0078
H -1.368 3.693 -3.952 -0.0198 -0.0340 -0.0262
H -0.413 1.437 -3.595 0.0265 -0.0656 -0.0419
H 3.041 1.750 0.235 -0.0651 0.1117 -0.0112
H 4.758 1.230 1.924 0.0065 0.0241 0.0249
H 5.046 -1.096 2.733 0.0447 0.0161 0.0500
H 3.605 -2.907 1.840 0.0475 -0.0972 0.0193
H 1.884 -2.396 0.137 1.6192 1.0910 -0.4285
C 1.533 -5.196 1.385 0.0593 -0.1084 -0.5752
N 0.926 -4.030 2.000 -0.0389 -0.0605 0.6489
C 0.821 -3.941 3.366 0.1377 -0.1545 -0.3906
C 0.265 -2.875 3.940 -0.6408 1.2962 -0.7690
C -0.216 -1.825 3.019 -0.6869 1.2461 3.1812
N -0.118 -1.908 1.730 1.9095 -1.9654 -0.1658
C 0.459 -3.016 1.156 -1.3816 -0.8373 -0.8405
O 0.562 -3.115 -0.065 -1.4371 -1.8484 1.2093
N -0.797 -0.703 3.524 0.2227 -1.7313 0.2810
H 1.861 -5.922 2.135 -0.1462 0.3189 0.0349
H 2.395 -4.878 0.790 -0.1448 -0.1646 0.0192
H 0.804 -5.669 0.720 0.2191 0.0478 0.0337
H 1.205 -4.765 3.959 0.0241 -0.0057 -0.2670
H 0.160 -2.757 5.007 0.0269 -0.0362 -0.0717
H -0.926 -0.531 4.509 0.1669 -0.2671 -0.2280
H -1.114 -0.006 2.861 0.0540 -0.3089 0.4610
```
Positions in Å, forces in eV/Å.

3.
Entry from the OMol25 dataset: a molecular structure, C34H43BGeO5Pd (the ωB97M-V functional and the def2-TZVPD basis).

Summary:
expectation value of S² = 6.076
F_max = 0.0160 Eh/bohr
HOMO energy (spin up / spin down) = -12.77 / -14.10 eV
net charge = +2
spin multiplicity = 5
Kohn-Sham gap (spin up / spin down) = 6.683 / 5.146 eV

Structure (XYZ):
```
85
Properties=species:S:1:pos:R:3:forces:R:3
Pd -0.492 0.620 0.016 0.0123 0.2196 0.3715
O -0.899 -2.481 -0.555 -0.1157 -0.3371 -0.0478
C -0.640 -1.582 0.124 0.0900 0.5340 0.0251
C -1.617 2.039 5.498 -0.0236 -0.0017 0.0380
C -2.803 1.557 4.938 -0.0092 0.0057 0.0031
C -2.758 0.785 3.802 -0.0222 0.0250 -0.0150
C -1.516 0.447 3.211 -0.0529 -0.0189 -0.0381
C -0.328 0.967 3.776 -0.0106 0.1242 0.0013
C -0.388 1.749 4.908 0.0454 -0.0143 -0.0165
C -1.548 -0.410 2.073 -0.0401 -0.2207 0.2878
C -0.468 -1.149 1.528 -0.0571 -0.1969 -0.0650
C 0.751 -1.573 2.134 0.0391 0.0512 0.0814
C 0.789 -1.799 3.536 -0.0100 -0.0900 -0.0067
C 1.936 -2.280 4.118 0.0264 -0.0068 0.0146
C 3.062 -2.530 3.331 0.0343 0.0036 0.0068
C 3.040 -2.315 1.947 0.0418 -0.0200 0.0372
C 1.897 -1.857 1.347 -0.0481 -0.0068 0.0197
H -1.654 2.646 6.393 0.0010 -0.0089 -0.0327
H -3.754 1.786 5.402 0.0321 -0.0080 -0.0086
H -3.671 0.399 3.365 0.0286 0.0166 0.0155
H 0.622 0.785 3.295 -0.0058 0.0812 -0.0195
H 0.523 2.148 5.335 -0.0243 -0.0034 -0.0077
H -2.525 -0.611 1.650 -0.0607 0.0228 -0.0496
H -0.102 -1.627 4.125 0.0618 -0.0730 -0.0177
H 1.964 -2.477 5.182 0.0000 0.0065 -0.0237
H 3.965 -2.906 3.797 -0.0434 0.0062 -0.0222
H 3.925 -2.515 1.357 -0.0288 0.0091 0.0079
H 1.875 -1.675 0.279 0.0113 -0.0096 -0.0143
O 1.133 1.659 1.054 0.3361 -0.2781 -0.2074
C 1.990 1.977 0.182 -0.6105 0.5477 -0.0483
O 1.878 1.824 -1.056 0.0314 -0.5476 0.2112
H 2.868 2.528 0.537 0.1675 -0.1175 0.0346
C -1.085 4.651 -4.568 -0.0215 0.0456 -0.0266
C -0.572 3.222 -4.472 -0.0297 -0.0221 0.0118
C 0.811 3.123 -3.836 -0.1371 -0.0654 0.0866
C 1.288 1.676 -3.687 -0.0194 -0.0074 -0.3824
Ge 0.508 0.557 -2.307 0.1733 0.4306 -0.4010
C -1.339 -0.017 -2.883 -0.0145 -0.0509 -0.0513
C -2.647 0.638 -2.458 0.0955 0.1321 0.0020
C -3.836 0.197 -3.314 -0.0158 -0.0578 -0.0539
C -3.796 0.766 -4.728 0.0255 0.0424 -0.0279
H -2.056 4.702 -5.064 0.0344 -0.0177 0.0105
H -0.393 5.283 -5.130 -0.0172 -0.0332 0.0164
H -1.197 5.096 -3.575 0.0098 0.0217 0.0450
H -0.531 2.784 -5.473 -0.0130 -0.0183 -0.0054
H -1.289 2.611 -3.909 0.0743 0.0639 -0.0323
H 0.813 3.631 -2.868 0.0398 -0.0327 0.0197
H 1.527 3.663 -4.460 0.0040 -0.0001 -0.0320
H 2.366 1.631 -3.545 0.0044 -0.0131 0.0919
H 1.070 1.131 -4.614 0.0541 0.0298 -0.0163
H 1.311 -0.747 -2.144 0.1132 0.0790 0.1901
H -1.376 -1.090 -2.685 0.0187 -0.0095 -0.0160
H -1.182 0.116 -3.960 -0.0448 -0.0423 0.0192
H -2.561 1.732 -2.519 -0.0282 -0.0328 0.0272
H -2.848 0.410 -1.407 -0.0248 -0.0573 0.0527
H -4.762 0.506 -2.823 0.0286 0.0289 0.0001
H -3.860 -0.896 -3.351 -0.0098 0.0186 0.0019
H -3.763 1.860 -4.708 -0.0128 -0.0422 0.0039
H -4.679 0.473 -5.295 0.0112 -0.0059 0.0205
H -2.925 0.418 -5.287 -0.0308 0.0040 0.0148
C -4.659 8.618 0.168 -0.0185 0.0309 -0.0035
C -4.911 7.154 0.530 0.0408 -0.0276 -0.0033
C -6.154 6.655 -0.237 -0.0381 0.0080 -0.0047
C -5.169 7.052 2.048 -0.0316 0.0044 0.0232
C -3.750 6.248 0.188 0.0680 0.0740 -0.0285
C -2.540 6.782 -0.408 -0.1486 0.0791 0.0404
C -1.468 6.012 -0.751 0.0319 -0.0524 -0.0293
C -1.603 4.647 -0.490 -0.0990 0.1060 0.0159
O -0.744 3.679 -0.726 0.1877 -0.3030 0.0142
B -1.325 2.453 -0.246 -0.2234 0.0813 -0.0044
O -2.603 2.783 0.278 0.1414 -0.2416 -0.0841
C -2.780 4.100 0.123 0.0057 0.2252 -0.0085
C -3.848 4.873 0.460 -0.0669 0.0182 0.0224
H -5.541 9.199 0.437 0.0057 0.0027 -0.0019
H -4.497 8.759 -0.903 -0.0045 -0.0129 0.0309
H -3.816 9.042 0.717 -0.0193 -0.0198 -0.0167
H -6.993 7.311 0.000 0.0224 -0.0196 -0.0047
H -6.438 5.640 0.046 0.0192 0.0276 -0.0112
H -5.997 6.686 -1.317 0.0085 -0.0018 0.0404
H -6.012 7.696 2.301 0.0169 -0.0090 -0.0053
H -4.303 7.387 2.623 -0.0166 -0.0134 -0.0271
H -5.423 6.037 2.358 0.0115 0.0305 -0.0141
H -2.501 7.847 -0.588 0.0250 -0.0576 -0.0051
H -0.570 6.415 -1.198 -0.0184 -0.0074 -0.0023
H -4.732 4.446 0.912 0.0366 -0.0037 -0.0167
```
Positions in Å, forces in eV/Å.

What is the formula in the first record?
C3H8NOP